1.
A single C3H7NOS2 molecule. Source: OMol25; level of theory: ωB97M-V/def2-TZVPD.

Computed properties:
HOMO level	-8.66	eV
energy above the lowest of the compared OMol25 structures with the same formula, charge and spin	24.10	kcal per mole
multiplicity	1
SMILES	N[C@H](CS)C(O)=S
strongest force on any atom	2.34	eV Å⁻¹

Each line ends with the Löwdin charge.
Atoms and positions in Å:
C: -0.1880 -0.2649 0.8856  -0.47
C: -0.9277 1.0967 0.7364  -0.47
C: 1.0195 -0.3193 -0.0688  -0.87
H: -1.0730 -1.6291 -0.4129  0.09
H: -0.7158 -2.2095 1.1097  0.09
H: 0.2174 -0.3079 1.8769  0.11
H: -1.6269 1.1786 1.5922  0.08
H: -0.2773 1.9634 0.8132  0.08
H: -2.7595 0.2734 -0.5721  -0.10
H: -0.1550 0.3247 -1.5277  0.00
N: -1.0525 -1.4016 0.5895  0.04
O: 0.7474 -0.0162 -1.3587  -0.04
S: -1.9295 1.3422 -0.7836  0.75
S: 2.4517 -0.8877 0.4427  0.72

Atoms 1-3, force components in eV/Å:
C 0.285 1.039 -2.076
C -1.075 -0.434 0.902
C -0.649 -0.126 -0.249


2.
A molecular structure, C35H31CuF9N2O8PS. Source: OMol25; level of theory: ωB97M-V/def2-TZVPD.

Computed properties:
HOMO level	-1.61	eV
total charge	-2
energy above the lowest of the compared OMol25 structures with the same formula, charge and spin	8.61	kcal per mole
multiplicity	1
strongest force on any atom	0.60	eV Å⁻¹

Each line ends with the Löwdin charge.
Atoms and positions in Å:
Cu: 0.5566 0.8541 0.1717  0.25
O: 4.7343 0.8197 -0.7431  -0.32
S: 3.5380 0.1500 -0.2966  0.48
O: 2.2923 0.6988 -0.8564  -0.36
O: 3.4717 -0.0578 1.1538  -0.33
C: 3.6627 -1.5327 -0.9229  -0.24
C: 4.9274 -1.9273 -1.3613  -0.07
C: 5.1565 -3.2331 -1.7505  -0.09
C: 4.1204 -4.1572 -1.6820  -0.10
C: 2.8659 -3.7600 -1.2550  -0.10
C: 2.5949 -2.4381 -0.8810  -0.31
P: 0.8511 -1.9418 -0.3721  1.19
C: -0.0357 -3.0594 -1.5525  -0.38
C: 0.1295 -2.7662 -2.9094  -0.11
C: -0.5466 -3.4815 -3.8820  -0.09
C: -1.4207 -4.5009 -3.5166  -0.11
C: -1.6096 -4.7830 -2.1733  -0.10
C: -0.9263 -4.0630 -1.1986  -0.09
C: 0.6692 -2.8607 1.2120  -0.34
C: -0.5971 -2.7898 1.8020  -0.10
C: -0.8466 -3.3798 3.0306  -0.08
C: 0.1774 -4.0253 3.7116  -0.11
C: 1.4508 -4.0568 3.1596  -0.10
C: 1.6985 -3.4745 1.9215  -0.08
H: 5.7085 -1.1790 -1.3808  0.10
H: 6.1368 -3.5345 -2.1012  0.09
H: 4.2882 -5.1901 -1.9663  0.09
H: 2.0713 -4.4943 -1.2104  0.11
H: 0.7960 -1.9580 -3.1969  0.11
H: -0.4051 -3.2359 -4.9283  0.09
H: -1.9609 -5.0574 -4.2732  0.09
H: -2.3030 -5.5624 -1.8784  0.09
H: -1.0899 -4.2920 -0.1523  0.09
H: -1.3804 -2.2278 1.2947  0.10
H: -1.8338 -3.3106 3.4717  0.10
H: -0.0096 -4.4743 4.6799  0.09
H: 2.2640 -4.5285 3.6992  0.09
H: 2.7062 -3.4823 1.5276  0.10
C: -1.1920 1.1976 -2.5464  -0.04
N: -2.5408 1.0009 -2.0474  -0.07
C: -3.0820 2.2156 -1.4472  -0.16
C: -4.5504 2.0238 -1.1371  -0.16
C: -4.6683 0.8331 -0.2119  -0.18
N: -4.0484 -0.3409 -0.8250  -0.08
C: -4.2274 -1.5594 -0.0568  -0.06
C: -2.8568 -0.2415 -1.5360  -0.47
O: -2.1772 -1.2355 -1.7788  0.03
H: -0.5393 1.6019 -1.7658  0.06
H: -1.2310 1.9317 -3.3526  0.08
H: -0.7910 0.2570 -2.9135  0.08
H: -2.9303 3.0299 -2.1571  0.12
H: -2.5264 2.4630 -0.5332  0.13
H: -5.1033 1.8383 -2.0641  0.11
H: -4.9600 2.9167 -0.6589  0.11
H: -5.7177 0.5862 -0.0236  0.11
H: -4.1879 1.0464 0.7453  0.10
H: -3.7862 -1.4598 0.9419  0.09
H: -3.7548 -2.3838 -0.5827  0.07
H: -5.2981 -1.7583 0.0457  0.08
F: 0.5424 5.6230 1.4490  0.14
C: 0.2389 5.5020 0.1464  -0.53
F: 0.5271 6.6933 -0.4432  0.11
F: -1.0962 5.3681 0.0790  0.14
C: 0.9434 4.2151 -0.4668  -0.37
O: 0.3569 3.1565 0.0273  -0.09
C: 0.7764 4.2854 -2.0356  -0.53
F: 1.4044 5.3270 -2.6384  0.12
F: 1.2250 3.1665 -2.6153  0.15
F: -0.5302 4.3891 -2.3612  0.13
C: 2.5090 4.3218 -0.1500  -0.51
F: 2.8144 3.5317 0.8733  0.16
F: 3.2831 3.9567 -1.1846  0.14
F: 2.9194 5.5802 0.1891  0.11
O: 1.1374 0.2867 2.4325  0.01
C: 0.7814 1.4715 2.9940  -0.27
C: 1.7063 2.2515 3.6794  -0.02
C: 1.3036 3.4273 4.2905  -0.11
C: -0.0286 3.8156 4.2458  -0.11
C: -0.9424 3.0269 3.5603  -0.03
C: -0.5529 1.8650 2.9078  -0.07
C: -1.5948 1.1116 2.0929  -0.58
O: -2.7249 1.0139 2.6000  -0.02
O: -1.2684 0.6499 0.9459  -0.06
H: 2.0843 0.2611 2.1862  0.05
H: 2.7454 1.9388 3.7012  0.12
H: 2.0379 4.0456 4.7945  0.09
H: -0.3460 4.7405 4.7142  0.09
H: -1.9860 3.3083 3.4966  0.11

Atoms 1-3, force components in eV/Å:
Cu -0.249 0.305 -0.174
O 0.031 0.025 -0.080
S -0.223 0.017 0.119


3.
A molecular structure, C16H28Cl3N4PPtSSi. Source: OMol25; level of theory: ωB97M-V/def2-TZVPD.

Computed properties:
HOMO level (alpha / beta)	-6.50 / -6.50	eV
energy above the lowest of the compared OMol25 structures with the same formula, charge and spin	13.04	kcal per mole
multiplicity	1
strongest force on any atom	1.43	eV Å⁻¹

Each line ends with the Löwdin charge.
Atoms and positions in Å:
Pt: 0.4430 -1.1991 0.1186  0.66
N: 0.9716 -5.2626 -1.6177  0.07
C: 0.9964 -4.0283 -1.0529  -0.89
S: -0.1865 -2.8929 -1.5805  0.58
N: 1.9335 -3.8476 -0.1486  -0.01
N: 1.9724 -2.5866 0.3383  -0.24
C: 2.8973 -2.3295 1.1924  -0.12
C: 3.0593 -0.9662 1.6448  -0.33
C: 3.9615 -0.6303 2.6501  -0.03
C: 4.0919 0.6894 3.0207  -0.06
C: 3.3326 1.6522 2.3622  -0.05
C: 2.4524 1.2363 1.3846  -0.13
N: 2.2997 -0.0471 1.0337  0.01
H: 0.1346 -5.5477 -2.0930  0.08
H: 1.5496 -5.9701 -1.1968  0.10
H: 3.5545 -3.1224 1.5290  0.14
H: 4.5264 -1.4123 3.1416  0.12
H: 4.7694 0.9719 3.8166  0.11
H: 3.4255 2.7036 2.5988  0.11
H: 1.8452 1.9550 0.8474  0.09
C: -2.2351 2.8733 0.3772  -0.10
C: -1.0180 1.9762 0.6206  -0.52
C: -1.0269 1.4836 2.0672  -0.15
P: -0.7820 0.6060 -0.6059  0.88
C: -2.3630 0.0639 -1.3750  -0.53
C: -3.2308 -0.6490 -0.3352  -0.14
C: -3.1832 1.0711 -2.1825  -0.09
C: 0.2483 1.3687 -1.9250  -0.53
C: -0.1063 2.8060 -2.3108  -0.10
C: 0.3165 0.4517 -3.1520  -0.12
H: -2.2036 3.7064 1.0840  0.09
H: -3.1637 2.3286 0.5567  0.07
H: -2.2658 3.2925 -0.6284  0.06
H: -0.1184 2.5826 0.4788  0.08
H: -1.9301 0.9125 2.2796  0.02
H: -1.0008 2.3430 2.7437  0.09
H: -0.1759 0.8409 2.2932  0.01
H: -1.9981 -0.7031 -2.0676  0.07
H: -3.5679 0.0318 0.4515  0.06
H: -2.6926 -1.4642 0.1389  0.00
H: -4.1175 -1.0623 -0.8224  0.09
H: -3.6000 1.8630 -1.5631  0.06
H: -4.0228 0.5368 -2.6340  0.09
H: -2.6164 1.5255 -2.9941  0.06
H: 1.2453 1.3815 -1.4691  0.09
H: -1.1049 2.8891 -2.7381  0.06
H: 0.6039 3.1493 -3.0671  0.08
H: -0.0417 3.4929 -1.4659  0.07
H: -0.6074 0.5076 -3.7345  0.08
H: 0.4798 -0.5902 -2.8739  0.00
H: 1.1391 0.7593 -3.8013  0.08
Cl: 0.6879 -1.7958 3.7816  0.19
Si: -0.5129 -2.1361 2.0750  -0.72
Cl: -2.4108 -1.5966 2.7963  0.22
Cl: -0.6546 -4.2121 2.0120  0.20

Atoms 1-3, force components in eV/Å:
Pt 1.120 -0.187 -0.546
N -0.074 0.005 -0.083
C 0.091 -0.249 0.236


4.
A molecular structure, ClNi2. Source: OMol25; level of theory: ωB97M-V/def2-TZVPD.

Computed properties:
HOMO level (alpha / beta)	-25.27 / -22.25	eV
<S²>	6.015
total charge	+3
energy above the lowest of the compared OMol25 structures with the same formula, charge and spin	27.82	kcal per mole
multiplicity	5
strongest force on any atom	0.48	eV Å⁻¹

Each line ends with the Löwdin spin population.
Atoms and positions in Å:
Ni: 1.2710 2.4450 2.0615  1.41
Ni: -1.3666 -2.8349 -1.1736  1.48
Cl: 0.0956 0.3899 -0.8880  1.12

Force components x, y, z for each atom (eV/Å):
Ni 0.180 0.354 0.270
Ni -0.110 -0.191 -0.174
Cl -0.070 -0.162 -0.095


5.
A single C5H6N2O3 molecule. Source: OMol25; level of theory: ωB97M-V/def2-TZVPD.

Computed properties:
HOMO level	-10.29	eV
energy above the lowest of the compared OMol25 structures with the same formula, charge and spin	51.20	kcal per mole
multiplicity	1
SMILES	[H]/N=C(\O)[C@H](O)c1cnoc1
strongest force on any atom	2.10	eV Å⁻¹

Each line ends with the Löwdin charge.
Atoms and positions in Å:
O: -0.7937 -0.8464 -1.6210  0.00
C: -0.3596 0.2530 -0.8416  -0.28
C: -1.4881 0.7339 0.0666  -0.42
N: -1.8078 1.9219 0.3372  0.15
C: 0.8930 -0.0442 -0.0807  -0.15
C: 1.1360 0.0541 1.2565  -0.05
O: 2.3728 -0.3544 1.5258  -0.02
N: 3.0035 -0.7166 0.3611  0.07
C: 2.1232 -0.5541 -0.5892  -0.08
H: -0.7937 -1.6495 -1.0853  0.10
H: -0.1677 1.0765 -1.5458  0.17
H: 0.5432 0.4026 2.0972  0.15
H: 2.4003 -0.7492 -1.6234  0.13
O: -2.3507 -0.2547 0.5764  0.04
H: -2.0102 -1.0999 0.2348  0.09
H: -2.7006 1.8270 0.9315  0.11

Atoms 1-3, force components in eV/Å:
O -0.042 -0.104 -0.095
C -0.015 0.726 0.139
C -1.957 -0.306 0.699


6.
A molecular structure, C23H31CsN4O2PS2Se. Source: OMol25; level of theory: ωB97M-V/def2-TZVPD.

Computed properties:
HOMO level	-8.98	eV
total charge	+1
energy above the lowest of the compared OMol25 structures with the same formula, charge and spin	0.00	kcal per mole
multiplicity	1
strongest force on any atom	3.05	eV Å⁻¹

Each line ends with the Löwdin charge.
Atoms and positions in Å:
Cs: -0.4295 3.0323 -0.2738  1.42
O: -1.3082 1.6111 1.5192  -0.93
S: -2.3854 1.4171 2.5860  1.02
C: -1.5197 1.2689 4.1491  -0.31
C: -0.3305 0.2977 4.1794  -0.21
C: 1.0525 0.9498 4.0874  -0.22
C: 1.3611 1.6835 2.7832  -0.30
S: 1.3717 0.5256 1.3837  0.95
O: 1.3952 1.3786 0.1191  -0.83
C: 3.0039 -0.1140 1.6200  -0.40
C: 4.0978 0.5927 1.1324  -0.06
C: 5.3659 0.0710 1.3312  -0.06
C: 5.5292 -1.1350 2.0078  -0.06
C: 4.4276 -1.8341 2.4786  -0.06
C: 3.1489 -1.3282 2.2748  -0.09
C: -2.9857 -0.2449 2.4324  -0.40
C: -4.1166 -0.6245 3.1452  -0.07
C: -4.5844 -1.9220 3.0154  -0.06
C: -3.9383 -2.8147 2.1668  -0.06
C: -2.8220 -2.4136 1.4473  -0.06
C: -2.3348 -1.1176 1.5743  -0.08
H: -2.3060 0.9825 4.8521  0.10
H: -1.2325 2.2939 4.4015  0.10
H: -0.4526 -0.4603 3.4030  0.09
H: -0.3787 -0.2475 5.1224  0.12
H: 1.8117 0.1866 4.2717  0.11
H: 1.1704 1.6776 4.8950  0.13
H: 2.3417 2.1606 2.7956  0.11
H: 0.5980 2.4321 2.5713  0.06
H: 3.9479 1.5193 0.5918  0.12
H: 6.2300 0.6033 0.9550  0.11
H: 6.5237 -1.5350 2.1575  0.11
H: 4.5611 -2.7781 2.9901  0.11
H: 2.2796 -1.8799 2.6154  0.11
H: -4.6334 0.0809 3.7864  0.12
H: -5.4613 -2.2338 3.5668  0.11
H: -4.3145 -3.8244 2.0645  0.11
H: -2.3253 -3.1114 0.7851  0.11
H: -1.4642 -0.7830 1.0241  0.08
C: -0.2612 -0.6338 -5.3582  -0.11
N: 0.6746 -0.1459 -4.2447  -0.06
C: 0.6058 -1.1404 -3.0790  -0.10
N: -0.7376 -1.3043 -2.6282  -0.13
C: -1.5871 -1.7387 -3.7394  -0.16
N: -1.5847 -0.8061 -4.8668  -0.14
C: -2.2183 0.4808 -4.5137  -0.30
P: -1.3843 1.4061 -3.1354  1.00
C: 0.3301 1.2589 -3.7980  -0.29
C: -1.2408 -0.0601 -2.0054  -0.34
H: 0.1591 -1.5802 -5.6975  0.14
H: -0.2080 0.1107 -6.1499  0.15
H: 1.6298 -0.1306 -4.6042  0.18
H: 1.2529 -0.7401 -2.2994  0.14
H: 1.0089 -2.0756 -3.4666  0.14
H: -2.6075 -1.8497 -3.3774  0.14
H: -1.2345 -2.7109 -4.0867  0.14
H: -3.2577 0.2915 -4.2431  0.09
H: -2.2408 1.1178 -5.3996  0.10
H: 1.0604 1.5366 -3.0393  0.09
H: 0.5065 1.9267 -4.6433  0.06
H: -2.2231 -0.2421 -1.5630  0.09
H: -0.5531 0.1903 -1.1923  0.04
Se: 2.1804 4.4692 -4.7415  0.42
C: 0.9176 4.1581 -3.4646  -0.99
N: 0.1180 3.8486 -2.6714  -0.32

Atoms 1-3, force components in eV/Å:
Cs -0.811 2.778 -0.428
O -1.606 -1.503 2.117
S 0.293 0.290 -0.506


Question: Which of these has the highest multiplicity?
Answer: ClNi2


Question: What is the multiplicity in the second record?
Answer: 1


Question: Look up the multiplicity of the third one.
Answer: 1